[1]
103
Properties=species:S:1:pos:R:3 method="wB97M-V/def2-TZVPD" spin_multiplicity=2 s2=0.771 e_homo_ha="-0.215 / -0.264" relative_energy_kj_mol=76.6
C 2.050 0.354 -4.093
C 5.444 1.489 -1.428
C 1.889 -0.643 4.583
H -1.250 -3.994 2.528
C -4.267 2.010 2.891
C 5.896 3.839 -1.228
C 0.172 -2.195 3.988
F 0.817 3.147 0.502
H -2.891 -2.028 -0.777
H -1.015 1.178 3.052
H -3.924 0.904 -6.414
C 4.756 -4.287 3.608
H 5.027 -3.124 -1.464
H 4.911 -1.947 -5.317
N -2.147 1.163 1.338
C 4.347 -4.466 -2.988
C 3.897 -2.328 2.506
C -4.417 1.858 1.529
H 4.180 5.112 -1.040
C -3.031 1.766 3.470
H 2.262 0.912 3.130
C 2.155 0.030 -5.439
H 3.670 -1.268 2.546
F -0.150 3.111 -1.446
C 1.796 -4.092 -1.919
C 4.487 -2.923 3.613
C -2.001 1.355 2.653
C 2.891 -3.424 -1.373
C -3.496 0.317 -5.595
C -4.608 1.646 -1.432
H 3.392 -5.787 -4.385
H 5.819 0.477 -1.545
C 4.114 -1.299 -4.975
H -0.439 -3.056 4.241
H 4.729 -2.323 4.483
C 4.535 4.095 -1.153
H 3.440 -0.256 0.612
N -2.292 0.802 -2.610
C 4.070 1.743 -1.349
H -0.627 -0.765 -4.777
H 5.212 -4.752 4.475
C 3.615 3.052 -1.214
C 3.183 -0.798 -5.878
N -1.327 -0.134 -4.430
H 5.338 -4.612 -3.403
N -2.263 0.870 -1.213
C 3.840 -4.461 1.391
C -0.310 2.666 -0.144
C 3.573 -3.088 1.375
H 6.606 4.656 -1.176
H -1.503 0.658 -6.311
H 1.241 0.985 -3.738
C 4.432 -5.055 2.499
H -4.457 1.484 -2.493
C 1.983 -4.947 -3.002
F -1.301 3.507 0.344
C 0.724 -0.406 2.480
H -5.104 2.333 3.501
H 3.590 -5.071 0.532
H -1.990 1.746 -5.012
P 2.847 0.425 -1.493
P 2.594 -2.362 0.035
C -2.391 -3.468 0.800
C -3.380 1.296 -0.670
H -4.866 2.697 -1.276
C -2.365 -2.301 0.121
H 2.637 -0.283 5.278
S -0.401 -1.099 -2.126
C 3.252 -5.128 -3.535
N -1.499 -1.417 0.743
H -2.858 1.895 4.530
O 0.532 0.288 1.360
N -1.515 -3.296 1.857
C 4.164 -3.617 -1.908
C -2.045 0.715 -5.364
O 1.480 0.868 -1.142
C -1.002 -2.050 1.792
H -5.358 2.072 1.042
Ti -0.628 0.504 -0.082
H 1.133 -5.467 -3.430
H 3.256 -1.059 -6.928
H -4.093 0.485 -4.696
H 0.809 -3.917 -1.505
C 4.017 -0.969 -3.631
H -2.921 -4.390 0.630
C 1.122 -1.764 4.897
H 7.416 2.330 -1.426
O 1.150 -2.221 0.378
H 4.754 -1.362 -2.936
C 6.354 2.532 -1.366
H 1.432 0.426 -6.143
H 4.637 -6.120 2.495
H 4.510 -1.064 -0.539
H 1.256 -2.280 5.839
H -5.459 1.043 -1.099
C 1.690 0.027 3.388
H 2.551 3.248 -1.142
C 2.986 -0.148 -3.185
C 3.465 -0.820 -0.326
C -0.028 -1.542 2.771
C -1.419 -0.060 -3.075
C -3.327 1.439 0.766
H -3.567 -0.743 -5.858



[2]
102
Properties=species:S:1:pos:R:3 method="wB97M-V/def2-TZVPD" spin_multiplicity=2 charge=+4 s2=0.759 e_homo_ha="-0.599 / -0.600" relative_energy_kj_mol=151.6
H 4.732 1.309 -5.770
H 5.100 -1.792 -1.588
C 0.158 -5.539 2.579
H -2.305 5.830 -0.943
H 3.612 -0.880 -1.269
C 0.251 -3.575 -3.633
C -0.121 4.654 -3.269
N 0.498 0.575 -1.631
C -3.692 0.620 4.488
H 0.828 -6.142 4.523
C 4.088 -1.855 -1.189
H -0.945 3.522 2.671
H 1.660 0.200 3.514
H 2.402 0.098 0.287
H 0.099 -6.549 2.199
H -2.694 -0.607 -4.691
H -5.097 -2.949 2.781
C 0.570 3.872 4.159
H -5.674 1.430 4.334
C 3.284 3.794 1.053
N -0.081 -0.578 1.986
H 2.531 0.839 -8.482
S 2.456 -0.049 -4.997
H 2.303 -5.731 -3.688
C 1.813 2.161 0.140
C -2.934 -1.237 0.055
C 1.627 3.313 4.875
Ir 0.594 -1.292 -1.768
H -1.828 -0.199 -3.195
N -0.825 1.435 0.473
H 3.528 4.826 1.272
C -0.323 3.154 -1.436
C -0.186 -4.479 1.760
H 0.259 4.891 4.349
C 2.986 0.581 -6.496
C -1.597 5.163 -1.418
C 4.163 2.777 1.408
C -1.242 3.981 -0.794
C -3.107 -2.530 2.118
H -2.635 -3.061 2.936
H -6.169 -1.793 0.881
C -4.314 -1.202 -0.029
H -4.794 -0.694 -0.856
H 2.851 1.578 5.207
C 0.311 1.798 3.012
S -0.683 0.856 1.904
S 3.899 -4.390 -2.389
H -0.515 -4.645 0.741
C -4.539 1.806 2.556
C -1.525 -2.191 -3.874
C -2.378 -0.979 -3.717
C -0.101 -3.192 2.287
H 5.099 3.023 1.894
C 2.030 2.003 4.643
S -1.952 -3.518 -4.846
C 0.659 -4.008 4.387
H -3.285 -1.222 -3.158
C -2.354 -1.900 1.134
C -4.490 -2.474 2.020
C -1.038 5.498 -2.649
H 1.403 -0.089 -7.574
H 1.416 4.287 0.111
H 4.495 1.593 -7.450
H -2.311 -0.761 -0.693
N 4.147 1.226 -6.579
H 2.133 3.902 5.630
H -0.253 -5.293 -4.884
S -0.590 -1.889 1.232
N 2.247 0.448 -7.598
C -3.318 1.656 1.914
H -3.840 0.236 5.489
C -5.089 -1.816 0.953
N -0.349 -2.373 -3.304
H -3.153 2.042 0.917
H 0.965 2.794 -3.132
C 1.369 1.225 3.704
H 0.992 -3.839 5.402
C -2.303 0.988 2.587
H 0.371 -1.914 3.952
H 0.312 4.930 -4.222
C 2.436 -4.782 -3.188
H -5.339 2.342 2.061
H 4.547 0.660 1.420
C 2.671 1.125 0.501
N 2.058 -2.690 -2.369
N 0.013 -2.102 -0.154
C -2.466 0.466 3.869
C -4.722 1.293 3.834
C 0.574 -5.303 3.888
H -1.321 6.425 -3.130
H -1.644 -0.036 4.371
C -0.103 3.113 3.222
C 1.566 -3.765 -3.087
C 0.316 -2.931 3.588
C 3.294 -2.868 -1.939
H -1.662 3.697 0.160
C 3.857 1.445 1.136
C 0.250 3.467 -2.667
C -0.489 -4.326 -4.463
S 0.283 1.725 -0.631
C 2.094 3.495 0.405
H 4.173 -2.134 -0.135



| no. | E_tot (eV) |
| --- | --- |
| 1 | -123116.73676 |
| 2 | -127075.29688 |